Molecular formula: C24H25N3NiO3
Method: DFT, ωB97M-V/def2-TZVPD

Computed properties:
Multiplicity: 3
Expectation value of S²: 2.005
Charge: +2
HOMO-LUMO gap (alpha / beta): 5.01 / 4.63 eV

```
56
Properties=species:S:1:pos:R:3:forces:R:3
C 5.371 3.123 -0.108 1.621 -0.134 0.180
C 6.559 2.544 0.223 -1.083 1.840 -0.476
H 5.329 4.200 -0.234 -0.177 -0.133 -0.025
H 4.482 2.534 -0.304 0.252 0.195 0.018
C 6.666 1.112 0.420 -0.856 -2.074 0.211
C 5.555 0.321 0.467 1.505 0.578 0.131
H 4.555 0.739 0.413 0.165 -0.201 0.046
H 5.669 -0.747 0.610 -0.132 0.066 -0.014
C 7.812 3.393 0.373 -0.063 -0.041 0.124
H 7.586 4.436 0.142 0.067 -0.130 0.053
H 8.616 3.061 -0.306 -0.365 0.056 0.212
H 8.226 3.350 1.396 -0.238 -0.037 -0.392
C 8.051 0.511 0.594 -0.020 0.015 -0.091
H 8.600 0.981 1.427 -0.283 -0.126 -0.289
H 8.679 0.636 -0.307 -0.329 0.001 0.319
H 7.970 -0.557 0.806 0.054 0.122 -0.042
Ni -2.247 -0.776 0.732 0.884 -0.320 0.466
O -0.538 0.132 0.294 1.014 -0.636 -1.146
C 0.334 -0.190 -0.571 -1.523 -0.167 1.256
O -1.524 -2.430 -0.152 0.834 0.371 -1.330
C -0.765 -2.330 -1.141 -1.034 -0.455 0.555
O -0.711 -3.269 -2.070 0.505 1.269 0.456
N 0.091 -1.276 -1.424 0.004 0.449 0.494
C 0.164 -2.795 -3.153 -0.287 -0.831 -0.824
C 0.848 -1.555 -2.648 0.843 0.406 0.442
H -0.459 -2.569 -4.026 -0.023 -0.295 0.298
H 0.870 -3.594 -3.396 -0.318 0.108 0.097
H 0.786 -0.719 -3.349 -0.009 -0.145 0.145
H 1.896 -1.747 -2.396 -0.156 0.065 -0.109
C 1.561 0.563 -0.713 0.652 0.564 -0.490
C 1.780 1.664 0.042 -0.654 -0.609 -0.252
H 2.273 0.256 -1.495 -0.446 0.311 0.468
H 1.103 1.916 0.863 0.159 0.011 -0.375
H 2.597 2.343 -0.166 0.094 -0.243 0.177
C -4.660 2.029 -1.321 0.045 0.095 -0.057
C -3.532 1.384 -0.804 -0.594 -0.939 0.877
N -3.657 0.388 0.107 -0.458 1.126 -1.604
C -4.902 -0.024 0.478 0.019 0.913 -0.721
C -6.084 0.575 -0.034 0.834 -0.681 0.897
C -5.936 1.643 -0.938 0.328 0.052 0.016
C -7.309 0.031 0.466 -0.844 -0.687 0.509
C -7.352 -1.037 1.339 -0.488 0.529 -0.445
C -6.167 -1.682 1.819 1.088 0.773 -0.498
C -6.101 -2.796 2.679 0.466 -0.119 0.167
C -4.860 -3.324 3.014 -0.156 0.209 -0.174
C -3.689 -2.751 2.488 -0.284 0.997 -0.607
N -3.716 -1.639 1.710 -0.806 -1.666 0.976
C -4.937 -1.127 1.379 -0.074 -0.765 0.456
H -4.499 2.836 -2.029 -0.157 -0.107 0.104
H -2.518 1.637 -1.115 -0.289 0.031 0.155
H -6.810 2.165 -1.326 0.192 -0.182 0.058
H -8.250 0.479 0.134 0.297 -0.167 0.104
H -8.309 -1.441 1.690 0.324 0.337 -0.261
H -7.016 -3.233 3.076 0.174 0.053 -0.094
H -4.768 -4.184 3.675 -0.074 0.214 -0.230
H -2.710 -3.189 2.671 -0.205 0.134 0.076
```
Forces are in eV/Å.

Molecular formula: C24H25N3O4S
Method: DFT, ωB97M-V/def2-TZVPD

Computed properties:
Energy relative to the best compared isomer or geometry (same formula, charge and spin): 64.5 kcal/mol
HOMO-LUMO gap: 8.04 eV

```
57
Properties=species:S:1:pos:R:3:forces:R:3
C -1.934 0.273 7.796 -0.086 0.111 0.233
H -2.671 1.003 7.469 0.043 -0.045 0.071
H -2.439 -0.535 8.334 0.034 0.021 -0.027
H -1.212 0.760 8.461 -0.041 -0.040 -0.028
O -1.320 -0.194 6.619 0.219 -0.227 -0.185
C -0.403 -1.183 6.707 0.208 -0.095 -0.159
C 0.091 -1.698 7.904 -0.228 0.186 0.137
C 1.059 -2.682 7.877 -0.027 0.026 -0.151
C 1.566 -3.162 6.683 0.204 -0.204 -0.107
C 1.086 -2.653 5.481 -0.180 0.191 0.098
C 0.091 -1.669 5.488 -0.100 -0.110 0.048
C -0.540 -1.193 4.211 0.285 -0.031 0.022
O -1.737 -1.225 4.030 -0.158 -0.018 -0.094
N 0.375 -0.734 3.312 0.309 0.171 0.101
C 0.165 -0.263 2.014 -0.265 0.114 -0.322
C 1.280 -0.010 1.217 -0.107 -0.088 0.047
C 1.138 0.469 -0.067 -0.075 -0.055 -0.002
C -0.127 0.704 -0.611 -0.048 -0.115 0.344
C -1.237 0.449 0.194 0.204 0.055 -0.326
C -1.098 -0.020 1.486 -0.002 -0.084 0.269
H -1.970 -0.216 2.087 -0.023 -0.005 0.020
H -2.234 0.603 -0.188 -0.091 0.023 -0.057
N -0.228 1.237 -1.899 -0.003 0.228 -0.212
C -1.483 1.795 -2.350 0.085 0.260 -0.113
H -1.965 2.317 -1.523 -0.025 -0.038 -0.034
C -1.193 2.806 -3.463 -0.462 0.088 0.133
N -0.451 2.191 -4.544 0.064 0.168 0.162
C -1.067 1.979 -5.731 -0.233 0.108 -0.087
O -2.232 2.285 -5.926 -0.142 -0.094 -0.050
C -0.269 1.402 -6.838 0.431 0.019 -0.473
C -0.719 0.470 -7.727 0.002 0.168 0.387
C 0.197 0.203 -8.766 0.162 0.001 -0.110
C 1.321 0.958 -8.673 0.078 0.272 0.275
S 1.293 2.000 -7.308 -0.441 -0.359 -0.202
H 2.172 0.974 -9.325 0.153 -0.034 -0.179
H 0.020 -0.512 -9.549 0.006 -0.112 -0.144
H -1.676 -0.008 -7.627 -0.207 -0.017 0.037
C 0.776 1.581 -4.093 0.244 -0.516 0.171
H 1.278 1.071 -4.914 -0.056 0.057 0.121
C 0.462 0.572 -2.982 0.222 0.123 -0.211
H 1.387 0.126 -2.619 -0.040 0.006 -0.031
H -0.166 -0.231 -3.407 0.078 -0.003 0.017
H 1.434 2.364 -3.700 0.029 -0.080 -0.012
H -2.125 3.196 -3.876 0.137 -0.009 0.081
H -0.593 3.628 -3.059 -0.052 -0.044 0.033
H -2.166 1.020 -2.736 -0.027 0.033 0.058
H 2.022 0.679 -0.650 0.069 0.059 -0.042
H 2.271 -0.183 1.615 0.108 -0.006 0.039
H 1.347 -0.841 3.567 -0.218 -0.050 0.062
O 1.527 -3.056 4.252 -0.269 0.235 0.235
C 2.410 -4.149 4.174 0.220 -0.213 -0.018
H 1.987 -5.042 4.643 0.007 0.046 -0.003
H 3.377 -3.920 4.633 -0.062 -0.024 -0.011
H 2.550 -4.334 3.110 0.025 -0.027 0.089
H 2.325 -3.927 6.700 0.066 -0.073 -0.037
H 1.433 -3.083 8.807 0.030 -0.024 0.071
H -0.275 -1.341 8.853 -0.053 0.069 0.066
```
Forces are in eV/Å.

Molecular formula: C24H25N5
Method: DFT, ωB97M-V/def2-TZVPD

Computed properties:
Energy relative to the best compared isomer or geometry (same formula, charge and spin): 56.9 kcal/mol
HOMO-LUMO gap: 8.64 eV

```
54
Properties=species:S:1:pos:R:3:forces:R:3
N 22.202 -21.030 17.375 0.121 0.222 0.479
C 21.843 -21.839 16.336 -0.241 0.183 0.610
C 21.691 -23.092 16.871 -0.572 -0.476 -0.593
C 21.948 -23.043 18.250 0.243 0.624 0.628
C 22.291 -21.733 18.553 -0.323 -0.034 -0.892
H 22.178 -20.025 17.366 0.268 0.047 -0.295
H 21.603 -21.396 15.385 0.129 -0.243 -0.158
H 21.271 -23.957 16.385 0.199 0.085 -0.264
H 21.782 -23.870 18.920 0.321 0.062 0.168
H 22.580 -21.153 19.413 -0.092 -0.452 0.344
N 26.306 -23.576 23.006 0.890 0.521 -0.547
C 25.640 -22.707 22.232 -0.521 -0.325 0.528
C 25.788 -22.572 20.859 0.477 -0.494 0.205
C 26.778 -23.358 20.265 -0.148 0.902 -0.242
C 27.552 -24.168 21.056 0.862 -0.546 0.617
C 27.322 -24.233 22.425 -1.573 -0.131 0.182
H 24.907 -22.134 22.789 -0.150 0.102 -0.267
H 25.153 -21.904 20.297 0.103 0.099 -0.069
H 27.033 -23.251 19.218 -0.315 -0.127 -0.089
H 28.365 -24.758 20.651 -0.057 0.070 -0.148
H 27.816 -24.921 23.098 0.426 -0.027 -0.220
N 22.020 -18.118 15.927 -0.304 -0.473 -0.252
C 22.866 -17.885 14.921 -0.080 0.618 0.739
C 22.562 -18.155 13.603 0.260 -0.041 -0.769
C 21.355 -18.737 13.306 -1.449 -0.527 0.368
C 20.436 -18.992 14.328 1.049 -0.151 0.341
C 20.843 -18.676 15.624 -0.200 0.224 -0.140
H 23.777 -17.408 15.268 0.187 -0.095 -0.488
H 23.198 -17.962 12.747 0.436 0.184 0.435
H 21.085 -19.025 12.297 0.180 0.148 -0.079
H 19.521 -19.543 14.171 -0.147 0.218 -0.127
H 20.195 -18.872 16.472 -0.073 -0.041 -0.058
N 25.932 -19.453 18.477 -0.017 0.299 -0.704
C 27.202 -19.759 18.235 0.194 -0.481 0.169
C 27.688 -20.162 16.992 -0.319 -0.060 0.316
C 26.801 -20.195 15.930 0.188 0.397 -0.262
C 25.511 -19.714 16.112 0.276 -0.393 0.261
C 25.128 -19.396 17.403 -0.149 -0.063 0.630
H 27.849 -19.769 19.107 0.071 0.048 -0.068
H 28.713 -20.493 16.901 0.024 0.038 -0.079
H 27.121 -20.542 14.955 0.020 0.020 0.003
H 24.811 -19.663 15.292 -0.084 -0.072 0.021
H 24.107 -19.137 17.642 -0.074 0.216 -0.226
N 18.903 -25.126 16.290 -0.498 -0.362 0.451
C 17.662 -25.227 15.811 0.139 0.090 0.194
C 17.136 -26.388 15.270 0.137 0.237 -0.004
C 17.911 -27.528 15.348 0.124 -0.576 0.476
C 19.167 -27.489 15.948 -0.454 0.527 -0.179
C 19.624 -26.246 16.396 -0.025 0.153 -0.548
H 17.023 -24.363 15.956 0.161 0.217 -0.413
H 16.161 -26.360 14.804 -0.090 -0.207 0.161
H 17.517 -28.504 15.091 -0.038 0.136 -0.409
H 19.706 -28.422 16.012 0.352 0.176 0.276
H 20.597 -26.065 16.836 0.157 -0.463 -0.013
```
Forces are in eV/Å.